w:
Entry from the OMol25 dataset: one molecule with the formula C10H10N2OS (ωB97M-V/def2-TZVPD).

Results
- Kohn-Sham gap: 0.3243 hartree
- HOMO: -0.296 hartree

Element x y z (Å)
C: -2.51406 2.27555 1.29802
C: -2.44930 1.85572 2.61717
C: -1.72580 1.66984 0.33716
C: -1.57110 0.84786 2.97147
C: -0.85753 0.63788 0.68129
C: -0.76515 0.24367 2.01994
C: -0.57417 -0.29823 -1.57832
C: 0.40013 -1.01198 -2.18442
C: 1.13257 -0.51445 -0.11709
C: 2.67191 -1.80160 -1.52459
N: -0.11554 -0.00917 -0.31084
N: 1.42720 -1.13089 -1.27930
O: 1.79840 -0.36605 2.54093
S: 0.32340 -1.08073 2.54110
H: -3.17729 3.07920 1.01521
H: -3.07298 2.32015 3.36562
H: -1.77421 2.00295 -0.68912
H: -1.49780 0.51352 3.99461
H: -1.54693 -0.01609 -1.92368
H: 0.44113 -1.44221 -3.16443
H: 2.10292 -0.35939 1.59698
H: 2.51500 -2.65839 -2.18088
H: 3.39230 -1.12552 -1.99440
H: 3.08153 -2.14234 -0.57540



x:
Entry from the OMol25 dataset: one molecule with the formula C10H10N2OS (ωB97M-V/def2-TZVPD).

Results
- Kohn-Sham gap (spin up / spin down): 0.2411 / 0.2381 hartree
- SMILES: NC(=O)C1=C2C=CC=C[C@@H]2NSC=C1
- HOMO (spin up / spin down): -0.270 / -0.267 hartree

Element x y z (Å)
C: 3.09777 0.10116 -0.37036
C: 2.56740 -1.01516 0.26043
C: 2.29513 1.21087 -0.63335
C: 1.14573 -1.17991 0.21143
C: 0.84421 1.16210 -0.65216
C: 0.32090 -0.22949 -0.36773
C: -2.11135 0.59928 -0.30353
C: -2.24098 1.97792 -0.27113
C: -1.57554 -1.80985 -0.07403
C: -1.06384 -0.33483 -0.21982
N: 0.19788 2.20842 0.39330
N: -1.98926 -2.29981 1.10394
O: -1.56169 -2.47417 -1.11853
S: -0.99029 3.18540 -0.04357
H: 4.13859 0.36244 -0.26882
H: 3.25362 -1.80972 0.76952
H: 2.77321 2.14129 -0.82084
H: 0.78866 -2.18300 0.46853
H: 0.47858 1.34120 -1.66209
H: -3.05623 -0.01240 -0.51184
H: -3.25505 2.34204 -0.42830
H: 0.00724 1.63255 1.22406
H: -2.00703 -1.70647 1.87605
H: -2.05768 -3.20985 1.43883



The most stable of them is w.



w:
Entry from the OMol25 dataset: an isolated ion of composition C6H14N5 and charge +1 (ωB97M-V/def2-TZVPD).

Results
- Kohn-Sham gap: 0.3100 hartree
- Net charge: +1
- SMILES: C=NCN[C@H]1C=[NH+]CN[C@@H]1N
- HOMO: -0.447 hartree

Element x y z (Å)
C: -0.78651 -2.55229 -0.58331
C: 1.84178 -0.16693 -1.08872
C: -2.08812 -0.71163 0.50987
C: -0.15152 0.76743 1.02698
C: 0.63022 -0.63440 1.02806
C: 0.18914 1.45358 -0.42612
N: 1.71875 -0.85895 0.31127
N: 1.45466 1.15322 -0.88673
N: -1.54116 0.44172 1.24898
N: -0.91234 -1.49821 0.09263
N: -0.22509 2.80308 -0.28194
H: 0.11837 -3.16768 -0.44475
H: -1.42671 -2.89606 -1.40820
H: 2.83920 -0.47725 -1.44372
H: 1.18537 -0.72602 -1.76483
H: -2.55162 -1.22646 1.39284
H: -2.67796 -0.61727 -0.48160
H: 0.28235 1.44049 1.71719
H: 0.40386 -1.24078 1.86611
H: -0.49439 0.92108 -1.02439
H: 2.13152 -1.76260 0.20465
H: 2.18808 1.63468 -0.33505
H: -2.11988 1.24283 1.24238
H: -0.14467 3.39587 -1.08270
H: 0.13668 3.28256 0.61110



x:
Entry from the OMol25 dataset: a 2-piece molecular cluster, C6H14N5 overall (ωB97M-V/def2-TZVPD).

Results
- Kohn-Sham gap: 0.3333 hartree
- Net charge: +1
- HOMO: -0.431 hartree

Element x y z (Å)
C: 1.91106 -2.56821 -2.08476
C: 1.86318 -1.31780 0.02891
N: 2.54962 -2.07627 -0.86938
N: 0.51830 -1.30298 -0.06339
N: 2.56248 -0.60128 0.89313
H: 3.28678 -2.59466 -0.43831
H: 0.23925 -1.21586 -1.03221
H: -0.01564 -0.57313 0.42857
H: 3.52095 -0.88214 0.97440
H: 2.10373 -0.06318 1.61530
H: 1.11710 -3.30684 -1.98169
H: 2.67326 -2.90229 -2.77156
H: 1.47904 -1.65463 -2.51418
C: -0.24879 2.57109 0.42874
C: -2.72188 2.28755 1.22918
C: -1.47985 1.83821 0.91219
C: -2.91804 0.26010 0.39748
N: -3.61923 1.29542 0.96063
N: -1.66183 0.54984 0.30693
H: -3.03502 3.25633 1.57919
H: -4.62099 1.29236 1.09546
H: -0.51882 3.14309 -0.45634
H: 0.49663 1.84657 0.13430
H: -3.55514 -0.51718 0.00178
H: 0.07383 3.23590 1.22561



The most stable of them is x.



w:
Entry from the OMol25 dataset: a 2-piece molecular cluster, C2H10N2 overall (ωB97M-V/def2-TZVPD).

Results
- Kohn-Sham gap: 0.3576 hartree
- SMILES: CNC.N
- HOMO: -0.310 hartree

Element x y z (Å)
N: -2.32582 0.76923 -6.11111
H: -2.86194 1.37191 -6.72318
H: -3.01714 0.25517 -5.59272
H: -1.68789 0.21637 -6.65800
C: 0.81548 0.88101 1.92703
N: 0.54061 -0.18848 2.93043
C: 1.23641 -1.41567 2.76878
H: 0.49591 0.43231 0.98960
H: 1.86790 1.16356 1.96864
H: 0.13159 1.63894 2.28830
H: 0.59268 0.13242 3.88290
H: 0.96745 -2.04660 3.61499
H: 0.92709 -1.92543 1.85948
H: 2.31768 -1.28473 2.85486



x:
Entry from the OMol25 dataset: a 2-piece molecular cluster, C2H10N2 overall (ωB97M-V/def2-TZVPD).

Results
- Kohn-Sham gap: 0.3729 hartree
- SMILES: CN.CN
- HOMO: -0.334 hartree

Element x y z (Å)
N: -2.20163 0.66689 -0.56445
C: -1.33572 1.73728 -1.07980
H: -1.63729 0.04851 0.02869
H: -2.91450 1.07687 0.04907
H: -1.98674 2.39019 -1.68519
H: -0.56901 1.29635 -1.73885
H: -0.83139 2.35349 -0.31656
N: 1.62736 -1.88286 1.45028
C: 1.48960 -1.12373 0.24344
H: 1.54276 -1.31101 2.29793
H: 2.47142 -2.45276 1.57460
H: 1.56842 -1.81594 -0.61169
H: 2.27281 -0.35324 0.14573
H: 0.50392 -0.63007 0.20677



The most stable of them is x.



w:
Entry from the OMol25 dataset: a 2-piece molecular cluster, C3H7ClN2O overall (ωB97M-V/def2-TZVPD).

Results
- Kohn-Sham gap (spin up / spin down): 0.2682 / 0.3086 hartree
- HOMO (spin up / spin down): -0.307 / -0.350 hartree

Element x y z (Å)
C: -1.40460 0.78048 -0.13222
C: 1.22271 0.04764 -1.16914
C: 0.99073 -0.27166 1.14744
N: -2.04313 -0.24161 0.07193
N: 0.42898 -0.52666 -0.10688
O: -1.18047 1.81693 -0.56077
Cl: -4.07576 -0.25310 0.30501
H: 0.54872 0.86191 -1.65644
H: 2.23384 0.42021 -0.64530
H: 1.40252 -0.71051 -1.89399
H: 1.62357 0.58812 1.20327
H: 0.17075 -0.38819 1.86507
H: 1.82163 -1.04672 1.08112
H: -1.73948 -1.07683 0.49090



x:
Entry from the OMol25 dataset: one molecule with the formula C3H7ClN2O (ωB97M-V/def2-TZVPD).

Results
- Kohn-Sham gap: 0.3869 hartree
- SMILES: NC(N)(Cl)[C@H]1CO1
- HOMO: -0.354 hartree

Element x y z (Å)
C: -0.75821 -0.13393 1.90129
C: -0.35535 -0.72309 0.63329
C: 0.39971 -0.03731 -0.54178
N: 0.75411 1.25622 -0.42364
N: -0.41447 -0.05794 -1.86563
O: -1.68573 -0.43286 0.87791
Cl: 1.99823 -1.13196 -0.96239
H: -0.74978 -0.68046 2.82390
H: -0.57815 0.99166 2.13911
H: 0.12415 -1.73792 0.74488
H: 0.93462 1.54050 0.53055
H: 0.82583 1.84371 -1.17439
H: 0.14811 0.30263 -2.61456
H: -0.64308 -0.99923 -2.06853



The most stable of them is x.



w:
Entry from the OMol25 dataset: a 2-piece molecular cluster, C7H14OS overall (ωB97M-V/def2-TZVPD).

Results
- Kohn-Sham gap: 0.3386 hartree
- SMILES: CC(C)(C)SO.C1=CC1
- HOMO: -0.314 hartree

Element x y z (Å)
C: -1.75695 5.23285 -1.19263
C: -0.25254 5.57019 -1.24957
C: -0.93479 4.26715 -1.54319
C: 1.80612 -2.66660 0.32849
C: 0.13941 -2.41681 2.29192
C: -0.68201 -2.84166 -0.03981
C: 0.38687 -2.17647 0.82588
O: 0.63619 -0.14393 -1.13732
S: 0.27105 -0.28184 0.49194
H: -0.19620 -0.45526 -1.59159
H: -2.62579 5.84596 -1.12461
H: -0.01080 6.28299 -1.99808
H: 0.36013 5.72885 -0.33671
H: -0.81994 3.28530 -1.87708
H: 1.69239 -3.13716 -0.67308
H: 2.60585 -1.94605 0.20330
H: 2.14752 -3.38197 1.01822
H: 0.89422 -1.95771 2.90477
H: 0.17660 -3.54816 2.45781
H: -0.80079 -2.00699 2.67068
H: -1.65324 -2.36689 -0.02217
H: -0.54858 -3.19294 -1.00739
H: -0.83471 -3.69285 0.60022



x:
Entry from the OMol25 dataset: one molecule with the formula C7H14OS (ωB97M-V/def2-TZVPD).

Results
- Kohn-Sham gap (spin up / spin down): 0.3039 / 0.2546 hartree
- HOMO (spin up / spin down): -0.296 / -0.285 hartree

Element x y z (Å)
C: 3.60346 1.21034 -0.12574
C: -0.28120 0.59002 0.79170
C: 1.09658 0.47944 1.17499
C: -0.34278 -0.52460 -1.41201
C: -1.10790 -0.35517 -0.23622
C: -1.48535 -1.57759 0.52625
C: -2.51498 0.32074 -0.64407
O: 2.76968 -1.18408 -0.37920
S: 2.32298 0.17012 -0.49173
H: 4.57423 0.92063 -0.49319
H: 3.27865 2.22444 -0.10505
H: -0.97723 0.61087 1.71087
H: -0.40801 1.52764 0.36560
H: 1.51770 1.38601 1.66157
H: 1.42112 -0.31367 1.87573
H: 0.43590 -1.18139 -1.43140
H: -0.49056 0.07830 -2.26554
H: -1.10079 -1.61507 1.53019
H: -1.03701 -2.44778 -0.14688
H: -2.53672 -1.69499 0.50137
H: -3.18505 0.40326 0.15841
H: -2.95331 -0.35044 -1.34534
H: -2.59943 1.32296 -1.22030



The most stable of them is w.



w:
Entry from the OMol25 dataset: one molecule with the formula C2H3ClN4O2S (ωB97M-V/def2-TZVPD).

Results
- Kohn-Sham gap: 0.3441 hartree
- SMILES: CC1(S(=O)(=O)Cl)N=NN=N1
- HOMO: -0.418 hartree

Element x y z (Å)
C: -0.05156 -0.42085 -0.04009
C: -1.74817 0.14430 -0.00514
N: 0.46691 -1.10722 -1.14286
N: 0.44681 -1.06987 1.09387
N: 1.20238 -2.00404 -0.69067
N: 1.19141 -1.98007 0.69112
O: 0.42379 1.87158 1.21146
O: 0.55862 1.86646 -1.23837
S: 0.79612 1.22696 0.00423
Cl: 2.75006 0.76988 0.11854
H: -1.83183 0.70764 0.91298
H: -2.34687 -0.75462 -0.02016
H: -1.85765 0.74985 -0.89491



x:
Entry from the OMol25 dataset: one molecule with the formula C2H3ClN4O2S (ωB97M-V/def2-TZVPD).

Results
- Kohn-Sham gap: 0.3934 hartree
- SMILES: Cn1nnnc1S(=O)(=O)Cl
- HOMO: -0.415 hartree

Element x y z (Å)
C: -0.51277 0.24011 -0.69563
C: 0.71636 -1.02094 1.37241
N: -1.64648 -0.05484 -1.25616
N: -0.30241 -0.76224 0.29061
N: -2.10858 -1.13269 -0.61789
N: -1.33711 -1.56907 0.28004
O: 1.05662 1.63444 -2.31325
O: 1.51553 1.43357 0.13328
S: 0.59016 1.52989 -0.99198
Cl: -0.60608 3.14950 -0.72518
H: 1.65168 -0.94038 0.87197
H: 0.38039 -2.14553 1.47092
H: 0.60267 -0.36182 2.18086



The most stable of them is x.



w:
Entry from the OMol25 dataset: a 2-piece molecular cluster, C6H9N2O2 overall (ωB97M-V/def2-TZVPD).

Results
- Kohn-Sham gap: 0.2844 hartree
- Net charge: -1
- HOMO: -0.143 hartree

Element x y z (Å)
C: 0.83965 -1.12219 3.81449
C: -1.28691 0.21654 1.04887
C: 0.16804 -0.36845 2.53217
C: 0.87240 0.05679 1.40269
N: -1.15699 -0.30225 2.28362
N: -0.05716 0.34080 0.43071
H: -2.31093 0.32938 0.57833
H: 0.28597 0.96202 -1.04234
H: 1.87251 -0.12748 1.05742
H: 1.90908 -0.66604 3.94682
H: 0.82341 -2.17321 3.45003
H: 0.24923 -0.84502 4.67698
C: -0.04474 -0.95405 -2.23454
C: 0.00527 0.46197 -2.80206
O: 0.56099 1.45175 -2.00569
O: -0.24562 0.61757 -3.95354
H: -0.33984 -1.62396 -3.15339
H: -0.76755 -1.17785 -1.43840
H: 0.93193 -1.24590 -1.97163



x:
Entry from the OMol25 dataset: a 2-piece molecular cluster, C6H9N2O2 overall (ωB97M-V/def2-TZVPD).

Results
- Kohn-Sham gap: 0.3012 hartree
- Net charge: -1
- HOMO: -0.164 hartree

Element x y z (Å)
C: -0.82166 -3.13413 0.15131
C: -0.27040 -1.90505 -0.76651
C: 1.20385 -0.75650 -1.98923
C: -0.72250 -0.54451 -0.90645
N: 0.89032 -1.94486 -1.56769
N: 0.19617 0.18991 -1.64592
H: 1.98313 -0.36711 -2.70607
H: -0.67018 -2.84786 1.13594
H: -0.37242 -4.21518 -0.09320
H: 0.42741 1.19548 -1.54238
H: -1.53218 0.02216 -0.30319
H: -1.88494 -3.04420 0.06939
C: 0.06111 2.63281 2.17245
C: 0.39832 2.29260 0.60977
O: -0.64406 2.32585 -0.02158
O: 1.55880 2.25781 0.11167
H: 0.88036 2.11469 2.65469
H: -0.83753 2.12099 2.26396
H: 0.15641 3.60708 2.37303



The most stable of them is w.



w:
Entry from the OMol25 dataset: C4H11NOP as an isolated structure (ωB97M-V/def2-TZVPD).

Results
- Kohn-Sham gap: 0.3618 hartree
- Net charge: +1
- HOMO: -0.501 hartree

Element x y z (Å)
C: -0.42840 -1.56491 0.25563
C: -1.76695 -0.91085 -0.15607
C: 0.65067 -0.60946 -0.10478
C: 0.34449 0.63674 0.62505
N: 1.09397 2.16143 -0.11129
O: 1.88150 -1.10159 0.29862
P: -1.62391 0.90844 0.36911
H: -0.37032 -1.83039 1.32853
H: -0.30665 -2.44082 -0.37009
H: -1.90038 -0.80202 -1.17536
H: -2.58467 -1.34281 0.34065
H: 0.57556 -0.50112 -1.15775
H: 0.74603 0.79190 1.55528
H: 0.62208 2.08142 -1.01395
H: 2.06857 2.19119 -0.18721
H: 0.68977 2.89981 0.31567
H: 1.97466 -1.97518 0.07611
H: -1.66601 1.40825 -0.88815



x:
Entry from the OMol25 dataset: an isolated ion of composition C4H11NOP and charge +1 (ωB97M-V/def2-TZVPD).

Results
- Kohn-Sham gap: 0.3331 hartree
- Net charge: +1
- SMILES: [NH3+]/C=C(\O)CCP
- HOMO: -0.472 hartree

Element x y z (Å)
C: 0.25169 -1.33835 -0.05291
C: 1.72573 -0.73756 -0.26141
C: -0.96133 -0.33931 0.04363
C: -1.01099 0.95758 -0.25240
N: -2.30987 1.52554 -0.31196
O: -1.90719 -0.81057 0.92760
P: 2.34258 0.69506 0.79146
H: 0.25889 -2.04768 -0.96296
H: 0.27171 -2.01763 0.83266
H: 2.48043 -1.50257 -0.36041
H: 1.74932 -0.29639 -1.27531
H: 3.54680 0.10752 1.27729
H: -0.17075 1.60892 -0.65330
H: -2.95815 0.94457 0.15611
H: -2.61800 1.32475 -1.30032
H: -2.57949 2.43095 0.06264
H: -1.49648 -1.62148 1.28140
H: 3.38509 1.11663 0.05820



The most stable of them is w.